No. 1
Formula: C4H8AgO2
Source: the OMol25 dataset
Level of theory: ωB97M-V/def2-TZVPD

total energy	-12358.8371	eV
energy above the lowest of the compared OMol25 structures with the same formula, charge and spin	126.6	kcal per mole
LUMO energy (alpha / beta)	-1.18 / -1.11	eV
expectation value of S²	0.781
multiplicity	2

Each line ends with the Löwdin spin population.
Geometry (Å):
Ag: -0.521 -3.865 -2.864  0.796
O: -0.264 3.242 0.733  0.029
O: 0.166 -1.818 -1.575  0.139
C: 0.027 -1.452 -0.203  -0.006
C: 0.181 0.830 -0.148  -0.031
C: -0.813 2.056 0.788  0.099
C: -0.409 0.833 1.269  -0.052
H: 1.273 0.945 -0.177  -0.003
H: -0.351 0.926 -1.104  0.002
H: -0.684 -2.200 0.178  0.008
H: 0.982 -1.669 0.296  -0.001
H: -0.023 3.593 1.597  0.002
H: 0.831 -1.258 -1.999  0.012
H: 0.138 0.633 2.192  -0.001
H: -0.534 -0.796 1.017  0.007



No. 2
Formula: C4H8BBrS2
Source: the OMol25 dataset
Level of theory: ωB97M-V/def2-TZVPD

total energy	-96666.6617	eV
energy above the lowest of the compared OMol25 structures with the same formula, charge and spin	10.8	kcal per mole
LUMO energy	0.11	eV

Each line ends with the Mulliken charge.
Geometry (Å):
Br: -0.716 2.727 0.837  -0.136
S: -2.924 0.755 -1.301  -0.337
S: 2.615 1.155 0.358  -0.187
C: -0.136 1.130 -0.209  -0.569
C: -0.727 -1.204 -0.318  -0.809
C: 0.959 0.231 0.548  -0.218
C: 0.787 -1.154 -0.041  -0.589
B: -1.282 0.202 -0.773  0.373
H: -3.668 -0.339 -1.022  0.119
H: 3.292 0.452 1.280  0.138
H: 1.132 -1.775 0.727  0.343
H: -1.012 -2.102 -0.713  0.570
H: -1.250 -1.047 0.724  0.217
H: 0.858 0.406 1.727  0.364
H: 0.495 1.741 -0.995  0.389
H: 1.577 -1.177 -0.830  0.330



No. 3
Formula: C4H8BClO2
Source: the OMol25 dataset
Level of theory: ωB97M-V/def2-TZVPD

total energy	-21572.8412	eV
energy above the lowest of the compared OMol25 structures with the same formula, charge and spin	4.5	kcal per mole
LUMO energy	0.14	eV

Each line ends with the Mulliken charge.
Geometry (Å):
Cl: -1.965 -1.371 -1.450  -0.246
O: 2.200 0.829 -0.156  -0.566
O: 0.888 0.907 -2.232  -0.542
C: -0.319 0.417 -0.161  -0.163
C: -0.706 -1.028 -0.160  -0.041
C: -1.059 -1.044 1.313  -0.360
C: -0.391 0.338 1.437  -0.927
B: 1.038 0.853 -0.874  0.667
H: 0.633 0.334 1.763  0.276
H: -0.653 -1.820 1.894  0.299
H: 1.668 1.252 -2.817  0.296
H: -1.029 0.972 1.940  0.340
H: 3.063 0.898 -0.560  0.274
H: -2.228 -0.807 1.373  0.211
H: 0.012 -1.783 -0.651  0.243
H: -1.150 1.053 -0.658  0.238



No. 4
Formula: C4H8BFO8S2
Source: the OMol25 dataset
Level of theory: ωB97M-V/def2-TZVPD

total energy	-45723.6479	eV
LUMO energy	0.04	eV

Each line ends with the Mulliken charge.
Geometry (Å):
S: -2.396 1.183 -0.871  0.634
S: -2.425 3.862 0.078  -0.041
F: 2.233 -4.617 -0.374  -0.284
O: 0.198 -2.079 0.738  -0.192
O: 0.275 -4.323 0.711  -0.318
O: -0.882 0.529 -1.189  -0.162
O: -1.337 -3.266 1.876  -0.485
O: 0.500 0.830 0.795  -0.523
O: 0.769 2.319 -1.147  -0.427
O: -2.189 2.831 -1.273  -0.280
O: -2.646 1.062 0.587  -0.487
C: -0.382 -3.228 1.180  0.519
C: 1.102 -3.868 -0.347  0.307
C: 1.393 -2.448 0.047  -0.405
C: 1.165 3.375 -0.262  -0.559
B: 0.155 1.265 -0.485  0.711
H: 0.343 3.731 0.385  0.215
H: 2.063 3.104 0.323  0.260
H: 2.245 -2.370 0.724  0.259
H: -0.106 0.099 0.963  0.335
H: 1.468 4.228 -0.901  0.220
H: 0.572 -3.974 -1.296  0.286
H: 1.565 -1.801 -0.812  0.276
H: -3.682 3.555 0.550  0.143



No. 5
Formula: C4H8BN
Source: the OMol25 dataset
Level of theory: ωB97M-V/def2-TZVPD

total energy	-6441.8123	eV
energy above the lowest of the compared OMol25 structures with the same formula, charge and spin	63.6	kcal per mole
LUMO energy	-0.43	eV

Each line ends with the Mulliken charge.
Geometry (Å):
N: 2.661 -0.654 0.694  -0.477
C: 0.162 0.131 -1.415  -1.633
C: 1.537 -0.506 0.475  -0.140
C: 0.139 -0.138 0.142  1.014
C: -0.409 1.330 0.839  -1.059
B: -0.775 -1.418 0.604  0.141
H: -1.118 0.979 1.572  0.339
H: 0.489 1.877 1.270  0.304
H: -0.761 1.810 -0.060  0.342
H: 0.549 -0.809 -1.942  0.333
H: -0.618 -2.567 0.131  -0.026
H: -0.846 0.223 -1.750  0.481
H: 0.623 0.959 -1.852  0.419
H: -1.634 -1.219 1.292  -0.037



No. 6
Formula: C4H8BN2O2
Source: the OMol25 dataset
Level of theory: ωB97M-V/def2-TZVPD

total energy	-12023.9463	eV
energy above the lowest of the compared OMol25 structures with the same formula, charge and spin	0.0	kcal per mole
LUMO energy	-4.00	eV
net charge	+1

Each line ends with the Mulliken charge.
Geometry (Å):
O: 2.761 -0.993 -0.190  -0.445
O: 2.512 1.368 0.072  -0.540
N: -1.668 -1.357 0.165  -0.121
N: -1.879 0.939 -0.242  -0.085
C: 0.503 -0.253 -0.012  -0.177
C: -0.222 -1.355 0.184  -0.439
C: -2.377 -0.286 -0.164  -0.042
C: -0.546 1.264 0.225  -0.674
B: 2.087 0.076 0.029  0.588
H: 3.716 -0.910 -0.469  0.307
H: -0.291 1.396 1.241  0.328
H: 3.444 1.601 -0.156  0.303
H: -3.345 -0.549 -0.335  0.461
H: -0.210 2.065 -0.409  0.405
H: -2.569 1.538 -0.652  0.273
H: -2.064 -2.258 0.416  0.273
H: 0.147 -2.286 0.299  0.586



No. 7
Formula: C4H8BiO3
Source: the OMol25 dataset
Level of theory: ωB97M-V/def2-TZVPD

total energy	-16249.8674	eV
energy above the lowest of the compared OMol25 structures with the same formula, charge and spin	0.0	kcal per mole
LUMO energy (alpha / beta)	-5.33 / -5.10	eV
net charge	+1

Each line ends with the Mulliken charge.
Geometry (Å):
Bi: 0.803 1.944 -0.895  0.624
O: -0.797 0.609 -0.044  -0.257
O: 2.612 0.869 -0.525  -0.497
O: 1.511 -0.669 0.700  -0.327
C: -2.094 1.117 0.217  -0.660
C: -0.731 -0.806 -0.100  -0.238
C: 2.689 -0.021 0.362  0.323
C: 0.693 -1.258 -0.310  -0.805
H: -1.357 -1.188 -0.922  0.365
H: -1.104 -1.194 0.862  0.353
H: -2.786 0.816 -0.584  0.350
H: -2.028 2.211 0.242  0.260
H: -2.441 0.755 1.195  0.287
H: 1.051 -1.011 -1.319  0.449
H: 3.241 0.173 1.300  0.356
H: 0.739 -2.346 -0.179  0.418



No. 8
Formula: C4H8Br
Source: the OMol25 dataset
Level of theory: ωB97M-V/def2-TZVPD

total energy	-74318.0083	eV
energy above the lowest of the compared OMol25 structures with the same formula, charge and spin	4.6	kcal per mole
LUMO energy (alpha / beta)	1.05 / -0.95	eV
expectation value of S²	0.762
multiplicity	2

Each line ends with the Löwdin spin population.
Geometry (Å):
Br: 2.759 -1.708 -1.505  0.203
C: 1.407 -1.263 -0.032  0.091
C: 0.700 -0.128 0.432  0.531
C: -1.662 1.014 0.327  0.017
C: -0.318 0.642 -0.356  0.077
H: -0.593 0.019 -1.204  0.002
H: -1.526 1.649 1.216  0.000
H: 0.128 1.542 -0.787  0.027
H: 0.955 0.346 1.374  0.028
H: 0.693 -1.944 -0.531  0.021
H: -2.064 0.018 0.581  0.001
H: 1.846 -1.734 0.856  0.002
H: -2.327 1.548 -0.371  0.001



No. 9
Formula: C4H8Br2ClN
Source: the OMol25 dataset
Level of theory: ωB97M-V/def2-TZVPD

total energy	-158373.1506	eV
energy above the lowest of the compared OMol25 structures with the same formula, charge and spin	39.6	kcal per mole
LUMO energy	0.67	eV

Each line ends with the Mulliken charge.
Geometry (Å):
Br: 2.901 -1.519 -1.089  -0.166
Br: 0.800 1.624 2.110  -0.146
Cl: -2.976 0.856 0.433  -0.218
N: -1.207 0.066 -1.445  -0.408
C: 1.712 -0.302 -0.251  -0.539
C: -1.338 0.941 -0.379  -0.226
C: 0.596 -0.898 0.673  -0.535
C: -0.198 0.218 1.258  -0.482
H: -1.588 -0.947 -1.183  0.248
H: -1.132 1.953 -0.548  0.478
H: 1.154 -1.481 1.388  0.418
H: 2.243 0.412 0.357  0.399
H: -1.262 0.294 -2.446  0.202
H: -0.100 -1.442 0.154  0.275
H: 1.250 0.356 -1.091  0.258
H: -0.856 -0.129 2.058  0.442



No. 10
Formula: C4H8Br2S
Source: the OMol25 dataset
Level of theory: ωB97M-V/def2-TZVPD

total energy	-155198.0717	eV
energy above the lowest of the compared OMol25 structures with the same formula, charge and spin	0.0	kcal per mole
LUMO energy	0.69	eV

Each line ends with the Mulliken charge.
Geometry (Å):
Br: -3.599 -0.638 0.182  -0.116
Br: 1.726 -3.014 -1.152  -0.116
S: -0.924 -1.803 -0.479  0.020
C: -1.677 -0.255 0.150  -0.197
C: 1.147 -0.239 -1.550  -1.149
C: 0.851 -1.357 -0.579  -0.197
C: -1.195 0.145 1.525  -1.149
H: -1.547 0.536 -0.590  0.401
H: -0.148 0.443 1.488  0.299
H: -1.303 -0.685 2.222  0.347
H: 0.716 -0.459 -2.525  0.347
H: 0.734 0.700 -1.184  0.299
H: 2.224 -0.120 -1.664  0.405
H: 1.229 -1.157 0.425  0.401
H: -1.779 0.987 1.895  0.405